{
  "formula": "C13H48FN19O11Si2",
  "method": "ωB97M-V/def2-TZVPD",
  "largest_force_ha_per_bohr": 0.084,
  "e_tot_ha": -3071.4250,
  "homo_ha": -0.2988,
  "species": ["C", "N", "C", "Si", "O", "Si", "C", "C", "O", "F", "H", "H", "H", "H", "H", "H", "H", "H", "H", "H", "H", "H", "C", "O", "N", "N", "H", "H", "H", "H", "C", "O", "N", "N", "H", "H", "H", "H", "C", "O", "N", "N", "H", "H", "H", "H", "C", "O", "N", "N", "H", "H", "H", "H", "C", "O", "N", "N", "H", "H", "H", "H", "C", "O", "N", "N", "H", "H", "H", "H", "C", "O", "N", "N", "H", "H", "H", "H", "C", "O", "N", "N", "H", "H", "H", "H", "C", "O", "N", "N", "H", "H", "H", "H"],
  "coordinates": [[3.029, 1.080, -0.743], [3.781, -0.097, -0.341], [5.029, -0.262, -1.114], [6.243, 1.073, -0.525], [7.855, 0.849, -1.046], [8.028, 0.371, -2.649], [9.462, 1.413, -3.368], [10.261, 0.726, -4.472], [11.128, 1.259, -4.998], [9.980, -0.539, -4.854], [3.305, 1.998, -0.192], [3.097, 1.320, -1.827], [1.939, 0.931, -0.530], [3.204, -0.914, -0.512], [5.450, -1.232, -0.777], [4.864, -0.308, -2.210], [5.713, 2.406, -0.821], [6.271, 0.974, 0.951], [8.342, -1.072, -2.638], [6.821, 0.585, -3.469], [9.044, 2.340, -3.790], [10.186, 1.722, -2.601], [0.268, -1.303, 0.408], [1.012, -0.791, -0.418], [0.734, -1.943, 1.516], [-1.087, -1.274, 0.294], [0.140, -2.366, 2.205], [1.731, -1.983, 1.639], [-1.469, -0.807, -0.509], [-1.713, -1.685, 0.964], [-3.856, -4.258, -0.828], [-4.436, -3.836, 0.159], [-2.666, -3.731, -1.250], [-4.336, -5.280, -1.587], [-2.166, -4.055, -2.056], [-2.284, -2.975, -0.711], [-5.216, -5.700, -1.308], [-3.866, -5.633, -2.399], [-1.628, 1.869, 2.515], [-2.213, 0.940, 3.072], [-0.386, 1.719, 1.972], [-2.161, 3.103, 2.395], [0.116, 2.454, 1.513], [0.038, 0.812, 2.046], [-3.078, 3.245, 2.786], [-1.694, 3.881, 1.939], [6.788, -1.179, 3.703], [5.579, -1.132, 3.582], [7.606, -1.681, 2.730], [7.432, -0.736, 4.823], [8.603, -1.730, 2.810], [7.167, -2.016, 1.892], [6.863, -0.360, 5.560], [8.427, -0.766, 4.943], [5.810, 5.418, -1.826], [5.183, 4.531, -1.278], [7.060, 5.222, -2.338], [5.320, 6.685, -1.974], [7.596, 5.937, -2.793], [7.453, 4.303, -2.245], [4.404, 6.867, -1.609], [5.822, 7.429, -2.422], [-5.968, 2.857, 2.054], [-5.519, 3.884, 2.538], [-5.465, 1.629, 2.344], [-7.018, 2.860, 1.176], [-5.817, 0.774, 1.959], [-4.690, 1.591, 2.988], [-7.414, 3.751, 0.939], [-7.402, 2.031, 0.766], [-7.621, -7.208, -0.540], [-6.951, -6.278, -0.964], [-7.611, -8.442, -1.114], [-8.435, -7.079, 0.544], [-8.154, -9.216, -0.780], [-7.022, -8.570, -1.916], [-8.461, -6.179, 0.993], [-8.997, -7.823, 0.913], [-0.895, 6.255, 0.437], [-1.487, 5.338, 0.984], [0.348, 6.109, -0.101], [-1.434, 7.498, 0.320], [0.848, 6.850, -0.554], [0.777, 5.203, -0.033], [-2.351, 7.638, 0.707], [-0.970, 8.267, -0.124], [-11.778, -4.577, 0.387], [-12.366, -5.478, 0.959], [-10.539, -4.744, -0.160], [-12.308, -3.327, 0.246], [-10.034, -4.019, -0.635], [-10.121, -5.654, -0.073], [-13.219, -3.170, 0.637], [-11.841, -2.573, -0.221]],
  "lowdin_charge": [-0.1831, -0.1741, -0.3688, 0.5561, -0.4533, 0.5406, -0.1806, -0.5625, 0.1796, 0.0729, 0.0646, 0.0844, 0.0551, 0.0690, 0.0785, 0.0640, -0.0378, -0.0169, -0.0136, -0.0098, 0.0849, 0.0970, -0.6700, -0.0076, 0.1746, 0.1586, 0.1035, 0.1103, 0.1147, 0.1054, -0.6900, 0.0132, 0.1465, 0.1524, 0.0905, 0.0507, 0.0459, 0.0894, -0.6862, -0.0195, 0.1628, 0.1726, 0.0897, 0.0782, 0.0784, 0.0380, -0.6981, 0.0214, 0.1482, 0.1433, 0.0897, 0.0973, 0.1013, 0.0880, -0.6804, 0.0015, 0.1558, 0.1465, 0.0933, 0.0928, 0.0959, 0.0915, -0.6878, 0.0128, 0.1651, 0.1404, 0.0972, 0.0830, 0.0978, 0.0878, -0.6553, 0.0184, 0.1603, 0.1517, 0.0978, 0.1072, 0.1065, 0.1074, -0.6499, 0.0204, 0.1608, 0.1583, 0.0925, 0.1054, 0.1106, 0.0949, -0.6909, 0.0204, 0.1536, 0.1447, 0.0990, 0.0605, 0.1025, 0.0907]
}